1.
9
Properties=species:S:1:pos:R:3 method="wB97M-V/def2-TZVPD" e_above_lowest_kj_mol=323.9 energy_ha=-317.4089 homo_lumo_gap_ev=11.182 spin_multiplicity=1 lumo_ev=0.88 homo_energy_ev=-10.3053
H -1.214 1.488 1.302
N -0.354 1.057 0.966
C -0.638 0.160 0.125
O -1.880 -0.219 -0.232
N 0.340 -0.591 -0.614
C 1.672 -0.441 -0.144
N 1.509 0.357 -1.074
H -1.807 -0.928 -0.891
H 2.372 -0.882 0.563

***

2.
16
Properties=species:S:1:pos:R:3 method="wB97M-V/def2-TZVPD" e_above_lowest_kj_mol=337.5 energy_ha=-656.0100 homo_lumo_gap_ev=9.113 spin_multiplicity=1 lumo_ev=0.36 homo_energy_ev=-8.7552
B 0.018 1.335 -0.514
C 0.462 -1.688 0.121
C -0.949 -1.163 0.773
C 1.599 -0.831 0.511
C -0.849 2.588 -1.035
O -1.509 0.014 0.302
S 1.649 0.775 -0.313
H 0.561 -2.718 0.560
H 0.191 -1.662 -0.883
H -1.536 -1.969 0.496
H -0.805 -1.345 1.861
H 1.627 -0.587 1.515
H 2.582 -1.213 0.147
H -0.303 3.442 -0.797
H -1.917 2.565 -0.692
H -0.820 2.458 -2.052

***

3.
7
Properties=species:S:1:pos:R:3 method="wB97M-V/def2-TZVPD" e_above_lowest_kj_mol=363.6 energy_ha=-890.8898 homo_lumo_gap_ev="8.810 / 6.534" spin_multiplicity=1 lumo_ev="-0.33 / -1.36" homo_energy_ev="-9.1349 / -7.8893"
C -2.917 -0.853 -0.281
N 1.992 0.665 0.045
S 1.580 -0.989 0.055
S -3.665 0.461 0.063
H -2.005 -1.209 0.089
H 2.602 0.945 0.847
H 2.415 0.980 -0.817

***

4.
96
Properties=species:S:1:pos:R:3 method="wB97M-V/def2-TZVPD" e_above_lowest_kj_mol=21.2 energy_ha=-2896.0144 charge=-1 homo_lumo_gap_ev=6.311 spin_multiplicity=1 lumo_ev=2.37 homo_energy_ev=-3.9361
K 0.487 -0.226 -0.697
C -0.776 -4.509 -0.012
C -1.291 -3.564 1.072
N -1.401 -2.149 0.740
C -2.698 -1.710 0.270
C -3.032 -2.128 -1.148
N -2.126 -1.548 -2.127
C -2.451 -1.757 -3.544
C -2.117 -3.191 -4.092
C -0.668 -3.430 -4.346
N -0.009 -3.596 -3.028
C 1.414 -3.436 -3.102
C 2.052 -3.144 -1.726
N 1.143 -3.199 -0.586
C 0.752 -4.534 -0.188
H -1.274 -4.312 -0.909
H -1.014 -5.549 0.247
H -0.579 -3.636 1.898
H -2.261 -4.001 1.407
H -1.073 -1.578 1.500
H -2.773 -0.607 0.359
H -3.519 -2.064 0.924
H -4.056 -1.803 -1.347
H -3.080 -3.226 -1.219
H -2.027 -0.552 -1.959
H -1.865 -1.015 -4.091
H -3.486 -1.578 -3.799
H -2.722 -3.345 -4.994
H -2.380 -3.960 -3.411
H -0.539 -4.371 -4.987
H -0.228 -2.593 -4.909
H -0.399 -2.897 -2.396
H 1.653 -2.551 -3.740
H 1.887 -4.326 -3.491
H 2.442 -2.121 -1.757
H 2.926 -3.832 -1.581
H 1.575 -2.788 0.220
H 1.260 -4.878 0.715
H 1.031 -5.258 -0.982
C 3.997 -2.320 3.829
C 3.459 -1.284 4.768
N 3.157 0.017 4.186
C 4.219 1.025 4.207
C 3.974 2.108 5.216
C 1.989 0.238 3.538
S 0.825 -0.989 3.345
N 1.850 1.526 3.102
C 1.918 1.799 1.802
O 2.131 0.997 0.880
C 1.514 3.206 1.412
C 1.181 3.459 0.111
C 0.750 4.708 -0.317
C 0.714 5.740 0.584
C 1.060 5.506 1.894
C 1.400 4.216 2.332
H 4.101 -3.314 4.314
H 4.997 -2.055 3.491
H 3.318 -2.404 2.940
H 4.145 -1.110 5.573
H 2.541 -1.634 5.206
H 4.213 1.405 3.195
H 5.177 0.535 4.416
H 2.973 2.534 5.059
H 4.691 2.942 5.085
H 4.043 1.766 6.246
H 1.302 2.617 -0.563
H 0.596 4.823 -1.394
H 0.409 6.761 0.284
H 1.152 6.362 2.549
H 1.546 4.030 3.372
C -0.594 1.163 -5.528
C -1.725 1.965 -5.411
C -2.187 2.344 -4.172
C -1.557 1.919 -3.019
C -0.400 1.083 -3.068
C 0.056 0.748 -4.368
C -1.967 2.451 -1.652
C -2.671 3.662 -1.468
C -2.980 4.130 -0.250
C -2.610 3.377 0.892
C -2.862 3.771 2.220
C -2.427 2.951 3.262
C -1.782 1.730 2.990
C -1.605 1.323 1.716
C -1.973 2.145 0.636
N -1.597 1.755 -0.580
H -0.262 0.831 -6.516
H -2.305 2.314 -6.291
H -3.030 3.006 -4.183
H 1.021 0.219 -4.563
H -2.906 4.213 -2.372
H -3.476 5.090 -0.165
H -3.261 4.791 2.389
H -2.528 3.193 4.298
H -1.399 1.176 3.817
H -1.091 0.400 1.536

***

5.
96
Properties=species:S:1:pos:R:3 method="wB97M-V/def2-TZVPD" e_above_lowest_kj_mol=143.7 smiles="NC(N)=O.NC(N)=O.NC(N)=O.NC(N)=O.NC(N)=O.NC(N)=O.NC(N)=O.NC(N)=O.NC(N)=O.NC(N)=O.NC(N)=O.NC(N)=O" energy_ha=-2703.6062 homo_lumo_gap_ev=9.384 spin_multiplicity=1 lumo_ev=0.15 homo_energy_ev=-9.2385
N -13.947 -18.578 8.705
C -13.018 -18.517 9.724
N -13.428 -17.849 10.804
O -11.881 -19.073 9.702
H -13.534 -18.866 7.838
H -14.598 -17.756 8.566
H -14.417 -17.496 10.817
H -12.732 -17.350 11.324
N -12.966 -14.214 14.010
C -12.287 -14.217 12.791
N -12.355 -13.043 12.128
O -11.557 -15.139 12.405
H -12.984 -15.044 14.577
H -13.745 -13.562 14.271
H -12.131 -13.035 11.155
H -12.855 -12.296 12.609
N -12.771 -11.153 2.896
C -12.442 -11.213 4.185
N -11.313 -11.915 4.429
O -13.223 -10.815 5.082
H -13.602 -10.672 2.784
H -12.161 -11.144 2.103
H -10.866 -11.953 5.325
H -10.753 -12.208 3.668
N -9.588 -18.677 7.668
C -8.659 -18.164 8.508
N -9.076 -17.914 9.843
O -7.455 -17.875 8.200
H -10.451 -18.935 8.111
H -9.505 -18.820 6.695
H -9.806 -18.543 10.121
H -8.310 -18.019 10.540
N -6.819 -14.821 7.470
C -6.941 -13.828 6.514
N -7.445 -12.672 7.000
O -6.659 -14.042 5.311
H -7.359 -14.793 8.382
H -6.629 -15.724 7.167
H -7.367 -11.886 6.415
H -7.181 -12.540 7.963
N -14.621 -15.667 4.112
C -13.796 -15.458 3.064
N -12.694 -14.682 3.165
O -14.004 -16.094 2.035
H -15.196 -16.496 4.026
H -14.540 -15.268 5.054
H -11.991 -14.758 2.447
H -12.552 -14.064 3.938
N -9.141 -14.665 3.700
C -9.159 -13.592 2.834
N -8.122 -12.613 2.943
O -10.139 -13.447 2.060
H -9.740 -15.445 3.486
H -8.251 -14.868 4.214
H -7.304 -12.944 3.399
H -8.168 -11.981 2.143
N -15.646 -14.658 7.385
C -15.173 -15.291 8.518
N -14.121 -14.727 9.126
O -15.631 -16.340 8.976
H -16.164 -15.091 6.643
H -15.005 -14.040 6.915
H -13.663 -15.344 9.633
H -13.657 -13.954 8.695
N -9.591 -12.808 11.159
C -8.681 -13.728 10.837
N -8.911 -15.035 11.212
O -7.730 -13.465 10.050
H -9.749 -11.928 10.681
H -10.332 -12.976 11.838
H -8.168 -15.727 11.230
H -9.741 -15.284 11.843
N -11.582 -11.288 7.358
C -12.356 -11.708 8.380
N -13.658 -11.415 8.335
O -11.897 -12.309 9.314
H -12.002 -10.832 6.579
H -10.589 -11.144 7.477
H -13.918 -10.930 7.466
H -14.303 -11.463 9.047
N -10.434 -14.513 7.681
C -11.464 -14.866 6.908
N -11.306 -15.997 6.149
O -12.549 -14.271 6.829
H -9.785 -15.308 7.762
H -10.778 -14.145 8.584
H -12.084 -16.213 5.566
H -10.365 -16.469 6.125
N -6.588 -18.093 3.445
C -7.278 -17.900 4.680
N -6.912 -18.853 5.572
O -8.258 -17.195 4.875
H -5.638 -18.327 3.590
H -6.751 -17.325 2.796
H -7.063 -18.597 6.560
H -5.909 -18.995 5.511

***

What did the third record say?
7
Properties=species:S:1:pos:R:3 method="wB97M-V/def2-TZVPD" e_above_lowest_kj_mol=363.6 energy_ha=-890.8898 homo_lumo_gap_ev="8.810 / 6.534" spin_multiplicity=1 lumo_ev="-0.33 / -1.36" homo_energy_ev="-9.1349 / -7.8893"
C -2.917 -0.853 -0.281
N 1.992 0.665 0.045
S 1.580 -0.989 0.055
S -3.665 0.461 0.063
H -2.005 -1.209 0.089
H 2.602 0.945 0.847
H 2.415 0.980 -0.817